No. 1
{
  "formula": "C10H19NOSi",
  "method": "wB97M-V/def2-TZVPD",
  "gap_ev": [5.9, 6.9],
  "homo_energy_ha": [-0.186, -0.335],
  "s_squared": 2.032,
  "spin_multiplicity": 3,
  "charge": 0,
  "symbols": ["C", "C", "C", "C", "C", "C", "C", "C", "C", "C", "N", "O", "Si", "H", "H", "H", "H", "H", "H", "H", "H", "H", "H", "H", "H", "H", "H", "H", "H", "H", "H", "H"],
  "coordinates": [[3.638, -1.149, -0.089], [2.596, -0.595, -0.976], [3.202, -1.063, 1.168], [1.668, -0.096, -0.076], [-0.826, 2.982, -0.799], [-0.377, 2.406, 1.669], [-0.656, -2.745, -0.502], [-2.427, -1.469, 0.854], [-0.988, 1.817, 0.316], [-0.886, -1.506, 0.497], [-0.879, 0.418, -2.392], [1.937, -0.462, 1.178], [-0.191, 0.216, -0.254], [4.567, -1.617, -0.469], [2.441, -0.642, -2.077], [3.722, -1.307, 2.105], [-1.281, 2.760, -1.817], [-1.419, 3.781, -0.247], [0.268, 3.056, -0.944], [-0.283, 1.714, 2.604], [-1.113, 3.263, 1.908], [0.634, 2.939, 1.308], [0.490, -2.914, -0.694], [-0.989, -3.676, 0.128], [-1.172, -2.705, -1.561], [-2.750, -0.717, 1.588], [-2.544, -2.509, 1.272], [-3.015, -1.266, -0.034], [-2.075, 1.771, 0.448], [-0.430, -1.883, 1.355], [-0.503, 1.371, -2.467], [-0.359, -0.172, -3.002]],
  "atomic_forces_ev_per_a": [[-0.090, -0.066, -5.196], [5.345, -2.788, -1.478], [0.525, 0.178, 1.702], [-5.601, 3.226, 0.570], [-0.879, -1.219, 1.059], [0.206, 1.450, -0.814], [0.781, -0.647, -0.105], [1.267, -0.842, 0.168], [0.472, 0.917, 0.048], [-1.901, 0.747, -2.917], [0.756, 0.442, 4.262], [0.191, -0.613, 3.003], [-1.232, -1.671, -2.664], [-0.800, 0.400, 0.575], [0.542, -0.075, 1.189], [-0.764, 0.237, -0.502], [0.177, 0.334, 1.680], [1.417, -0.136, -1.319], [-0.563, 0.986, 0.169], [0.020, 1.153, -1.992], [1.327, -1.181, 0.115], [-1.935, -1.366, 1.442], [-2.043, 0.424, 0.309], [0.386, 1.473, -1.571], [0.780, 0.030, 2.312], [0.494, -0.250, 0.044], [-0.827, 1.078, -0.435], [-0.194, -0.433, -0.185], [0.167, -0.755, 0.019], [1.325, 0.221, 1.602], [-0.026, -0.679, -0.554], [0.679, -0.575, -0.536]],
  "lowdin_charge": [-0.074, -0.045, -0.079, -0.370, -0.134, -0.139, -0.141, -0.132, -0.491, -0.438, -0.072, -0.070, 0.862, 0.117, 0.120, 0.132, 0.064, 0.088, 0.067, 0.094, 0.076, 0.105, 0.080, 0.087, 0.096, 0.061, 0.078, 0.063, 0.089, 0.054, -0.080, -0.066]
}


No. 2
{
  "formula": "C11H10N2S",
  "method": "wB97M-V/def2-TZVPD",
  "gap_ev": 8.2,
  "homo_energy_ha": -0.295,
  "smiles": "Sc1ccccc1/N=C\\n1cccc1",
  "spin_multiplicity": 1,
  "charge": 0,
  "symbols": ["S", "C", "C", "C", "C", "C", "C", "N", "C", "N", "C", "C", "C", "C", "H", "H", "H", "H", "H", "H", "H", "H", "H", "H"],
  "coordinates": [[0.957, -2.115, 2.159], [1.783, -1.069, 0.997], [2.906, -1.477, 0.165], [3.262, -0.573, -0.828], [2.555, 0.637, -1.008], [1.583, 1.063, -0.088], [1.155, 0.140, 0.821], [0.139, 0.369, 1.743], [-1.079, 0.695, 1.534], [-1.767, 0.498, 0.384], [-3.143, 0.508, 0.374], [-3.530, 0.217, -0.980], [-2.398, 0.083, -1.728], [-1.304, 0.165, -0.854], [0.278, -1.115, 2.440], [3.395, -2.503, 0.389], [3.889, -0.902, -1.612], [2.776, 1.186, -1.922], [1.120, 2.028, -0.353], [-1.742, 1.135, 2.300], [-3.644, 0.719, 1.288], [-4.644, 0.337, -1.291], [-2.321, -0.198, -2.833], [-0.226, 0.171, -1.098]],
  "atomic_forces_ev_per_a": [[2.824, -3.506, -1.026], [1.917, -2.092, -1.160], [-1.267, -0.248, 1.992], [-1.424, -0.123, 0.099], [0.525, -0.522, 0.584], [1.114, 0.751, -2.800], [-0.633, -0.129, 1.037], [-1.727, 3.192, 0.563], [1.636, -0.335, 0.810], [-1.063, -0.294, -1.150], [-0.269, -0.399, -3.059], [-3.901, 1.795, 3.407], [2.747, -1.306, -1.646], [0.525, 0.337, -2.137], [-2.151, 2.080, 1.678], [-0.820, 2.002, -0.741], [0.992, -0.107, -0.515], [-0.029, 0.269, 0.454], [-0.104, -0.635, 0.806], [0.691, -0.578, 0.069], [-0.583, 0.064, 0.215], [2.339, -0.623, 0.387], [-0.116, 0.632, 1.879], [-1.223, -0.226, 0.255]],
  "lowdin_charge": [0.858, -0.513, -0.069, -0.108, -0.084, -0.059, -0.385, 0.034, -0.105, -0.092, -0.054, -0.107, -0.106, -0.059, -0.222, 0.134, 0.083, 0.102, 0.131, 0.150, 0.099, 0.130, 0.129, 0.113]
}


No. 3
{
  "formula": "C4H7N2O9OsS",
  "method": "wB97M-V/def2-TZVPD",
  "gap_ev": [6.8, 6.7],
  "homo_energy_ha": [-0.494, -0.492],
  "spin_multiplicity": 1,
  "charge": 1,
  "symbols": ["Os", "N", "C", "C", "C", "O", "O", "H", "H", "H", "H", "H", "H", "O", "S", "O", "O", "O", "O", "C", "O", "H", "O", "N"],
  "coordinates": [[-0.522, 0.403, 0.246], [-0.589, 2.368, 0.873], [-0.964, 2.468, 2.336], [0.099, 1.841, 3.218], [0.121, 0.328, 3.205], [0.368, -0.332, 4.148], [-0.172, -0.243, 1.977], [0.307, 2.836, 0.726], [-1.264, 2.882, 0.305], [-1.927, 1.976, 2.457], [-1.086, 3.523, 2.575], [-0.042, 2.149, 4.250], [1.095, 2.189, 2.920], [2.037, -3.355, -1.113], [2.279, -2.590, 0.050], [3.237, -2.966, 1.018], [-0.072, -0.720, -1.535], [1.555, -1.379, 0.231], [-2.522, 0.455, 0.120], [-2.556, 1.028, -1.019], [-1.437, 1.386, -1.462], [-3.496, 1.189, -1.540], [-1.970, -0.817, -2.680], [-0.774, -0.895, -2.652]],
  "atomic_forces_ev_per_a": [[-0.318, -1.356, -2.743], [0.313, 0.075, 0.369], [0.090, -0.010, -0.167], [-0.032, 0.138, -0.283], [0.088, 0.218, -0.303], [0.089, -0.453, 0.166], [-0.469, 0.262, -0.027], [-0.026, 0.018, 0.025], [-0.024, -0.044, 0.004], [-0.046, 0.005, -0.018], [0.027, 0.046, -0.021], [-0.033, -0.007, 0.042], [-0.001, 0.005, 0.051], [-0.045, -0.083, 0.073], [0.364, -0.254, -0.256], [-0.057, -0.029, 0.012], [-0.674, 1.186, 1.689], [0.161, 0.390, 0.469], [-0.110, -0.243, 0.379], [0.049, 0.118, -0.167], [0.114, 0.631, 0.758], [-0.067, 0.019, -0.023], [1.923, 0.009, 0.901], [-1.318, -0.640, -0.930]],
  "lowdin_charge": [1.742, -0.065, -0.162, -0.074, -0.514, 0.201, -0.222, 0.137, 0.119, 0.134, 0.139, 0.145, 0.143, -0.180, 0.710, -0.178, -0.261, -0.327, -0.089, -0.410, -0.121, 0.173, 0.042, -0.084]
}


No. 4
{
  "formula": "C6H10O",
  "method": "wB97M-V/def2-TZVPD",
  "gap_ev": 10.3,
  "homo_energy_ha": -0.340,
  "smiles": "C1=CCOCCC1",
  "spin_multiplicity": 1,
  "charge": 0,
  "symbols": ["C", "C", "C", "O", "C", "C", "C", "H", "H", "H", "H", "H", "H", "H", "H", "H", "H"],
  "coordinates": [[0.490, -1.412, 0.672], [0.530, -0.424, 1.566], [-0.049, 0.962, 1.395], [-1.139, 1.013, 0.504], [-0.787, 1.140, -0.857], [0.194, 0.073, -1.351], [-0.038, -1.314, -0.742], [0.909, -2.373, 0.969], [0.984, -0.615, 2.538], [0.733, 1.683, 1.094], [-0.438, 1.303, 2.361], [-0.365, 2.138, -1.053], [-1.742, 1.063, -1.389], [1.227, 0.373, -1.124], [0.109, 0.034, -2.444], [-1.103, -1.588, -0.777], [0.483, -2.056, -1.362]],
  "atomic_forces_ev_per_a": [[0.025, 0.103, 0.130], [0.002, -0.116, -0.092], [0.127, -0.008, 0.131], [-0.053, -0.013, 0.005], [-0.016, -0.087, -0.172], [0.002, 0.058, -0.011], [0.003, 0.010, -0.015], [-0.079, 0.120, -0.049], [-0.060, 0.008, -0.149], [-0.102, -0.111, 0.047], [0.099, -0.059, -0.119], [-0.077, -0.055, 0.035], [0.196, 0.000, 0.019], [-0.198, -0.027, -0.060], [0.041, -0.015, 0.121], [0.162, 0.106, 0.025], [-0.072, 0.087, 0.155]],
  "lowdin_charge": [-0.106, -0.080, -0.217, -0.143, -0.225, -0.183, -0.190, 0.097, 0.100, 0.128, 0.122, 0.120, 0.125, 0.116, 0.111, 0.121, 0.106]
}


No. 5
{
  "formula": "C9H15N2",
  "method": "wB97M-V/def2-TZVPD",
  "gap_ev": 10.2,
  "homo_energy_ha": -0.486,
  "smiles": "C1=C[C@H](C2=[NH+]CCN2)CCC1",
  "spin_multiplicity": 1,
  "charge": 1,
  "symbols": ["C", "C", "C", "C", "N", "C", "C", "N", "C", "C", "C", "H", "H", "H", "H", "H", "H", "H", "H", "H", "H", "H", "H", "H", "H", "H"],
  "coordinates": [[-1.739, -0.639, 1.404], [-1.146, -1.595, 0.717], [-0.540, -1.259, -0.583], [0.750, -0.432, -0.324], [1.365, -0.428, 0.851], [2.567, 0.379, 0.804], [2.646, 0.755, -0.740], [1.453, 0.114, -1.271], [-1.687, -0.411, -1.269], [-1.721, 0.959, -0.481], [-1.613, 0.823, 1.024], [-2.225, -0.930, 2.236], [-1.416, -2.559, 0.940], [-0.197, -2.185, -1.257], [0.974, -0.809, 1.713], [3.406, -0.277, 1.052], [2.561, 1.197, 1.473], [2.559, 1.823, -0.888], [3.486, 0.247, -1.158], [1.101, 0.612, -2.141], [-2.674, -0.868, -1.067], [-1.605, -0.329, -2.303], [-0.870, 1.597, -0.833], [-2.639, 1.647, -0.802], [-2.206, 1.402, 1.623], [-0.587, 1.165, 1.277]],
  "atomic_forces_ev_per_a": [[1.976, 1.638, -1.474], [-0.372, 0.957, -0.416], [0.746, -0.427, -1.704], [-1.697, -2.338, 0.390], [-0.700, 0.392, -0.510], [1.154, -1.184, -1.477], [-0.300, -0.327, 1.999], [0.004, 2.313, -2.245], [-0.249, 0.810, 2.763], [-1.272, 2.210, -2.738], [2.425, -2.326, -0.513], [-1.885, -0.610, 2.806], [-0.047, -2.419, 0.564], [-0.750, 1.960, 1.599], [-0.085, 0.037, -0.631], [0.052, 0.318, 0.068], [-0.220, 0.937, 0.621], [0.579, 0.116, -0.216], [0.816, 0.418, -0.486], [-0.063, -1.702, 1.544], [0.768, -0.313, -0.183], [0.430, 0.544, -1.797], [-0.536, -0.507, 0.157], [1.648, -1.841, 0.665], [-1.959, 1.588, 1.028], [-0.461, -0.244, 0.187]],
  "lowdin_charge": [-0.052, -0.105, -0.172, -0.264, 0.119, -0.067, -0.064, 0.105, -0.106, -0.177, -0.155, 0.082, 0.099, 0.203, 0.175, 0.130, 0.112, 0.129, 0.119, 0.212, 0.132, 0.085, 0.098, 0.160, 0.086, 0.115]
}


| no. | calculated total energy (eV) |
| --- | --- |
| 1 | -22086.39459 |
| 2 | -25382.05332 |
| 3 | -38958.33716 |
| 4 | -8430.62497 |
| 5 | -12548.92798 |